(1)
Entry from OMol25: C44H43BFIrN10O5P as an isolated structure in a non-equilibrium geometry (ωB97M-V/def2-TZVPD).

Geometry as XYZ:
```
106
Properties=species:S:1:pos:R:3:forces:R:3:mulliken_charge:R:1
Ir -0.304100 -0.283300 0.443600 -2.86 0.27 -2.01 2.725
N -0.236600 3.265700 -0.318000 0.04 -0.07 0.10 0.033
C -0.736600 2.588100 -1.352000 0.00 0.25 -0.29 -0.565
N -1.260600 3.287300 -2.358400 -0.08 0.33 -0.25 -0.789
C -1.725800 2.593600 -3.392900 0.28 0.00 0.68 0.030
N -2.242200 3.260700 -4.429100 -0.05 0.10 -0.16 -0.339
N -1.715900 1.251300 -3.462900 0.02 -0.61 -0.15 -0.826
C -1.181000 0.626000 -2.428000 -0.17 1.35 0.17 0.385
N -0.653400 1.237800 -1.359200 0.60 -1.06 0.99 1.140
C -1.195000 -0.836600 -2.457800 -0.12 -1.10 -0.14 -0.011
C -1.977600 -1.510600 -3.396000 0.21 0.31 0.30 -0.392
C -1.978400 -2.889200 -3.403900 0.16 -0.23 0.45 -0.890
C -1.194000 -3.562400 -2.471900 -0.23 0.20 -0.27 -1.269
C -0.454600 -2.822800 -1.567600 0.04 -0.31 0.01 -0.846
N -0.455600 -1.496000 -1.553400 -0.05 0.55 1.03 0.932
H -0.467500 4.245100 -0.270600 -0.03 -0.02 -0.06 0.298
H -0.132200 2.769100 0.563200 -0.19 -0.08 0.12 0.309
H -2.280700 4.264400 -4.401000 -0.02 -0.03 0.01 0.266
H -2.644100 2.754200 -5.197700 0.03 0.03 0.05 0.234
H -2.569300 -0.929100 -4.083000 -0.01 0.05 -0.10 0.482
H -2.576700 -3.433200 -4.117600 -0.08 -0.08 -0.07 0.614
H -1.157800 -4.637700 -2.443000 0.00 -0.17 0.04 0.553
H 0.164300 -3.309400 -0.826800 -0.06 -0.01 0.15 0.519
C -7.403200 1.056600 3.528100 -0.01 0.16 -0.18 -1.036
C -7.025100 1.878500 2.297900 -0.45 -0.02 0.50 -1.011
N -5.896600 1.289000 1.603000 0.26 0.24 -0.07 0.237
C -4.663300 1.754700 1.881900 0.16 -0.19 -0.15 -0.197
C -3.497800 1.260200 1.372600 0.47 0.05 0.11 -0.018
C -2.233500 1.986600 1.829900 -0.57 -0.10 0.08 0.385
O -2.387500 3.056000 2.395200 -0.14 0.39 0.05 -0.770
O -1.091400 1.480800 1.592700 1.35 -1.25 -0.09 -0.727
C -3.547300 0.172500 0.450500 0.40 -0.09 -0.01 0.883
O -2.580400 -0.384100 -0.118200 -0.37 0.19 0.28 -0.795
C -4.887600 -0.301500 0.135700 -0.48 -0.24 -0.15 0.615
C -5.022700 -1.345400 -0.781800 -0.45 0.09 0.13 -0.524
C -6.258500 -1.831700 -1.121700 0.45 0.13 0.02 0.216
F -6.292200 -2.834500 -2.034900 -0.11 0.08 -0.01 -0.370
C -7.437100 -1.313500 -0.563100 0.39 0.41 0.44 -1.224
C -7.289900 -0.287100 0.371000 -0.07 -0.10 -0.20 -0.418
C -6.044300 0.246000 0.722300 0.33 -0.48 -0.54 -0.563
N -8.723300 -1.803200 -0.843200 -0.17 -0.25 0.00 0.215
C -8.871300 -3.009300 -1.642300 0.16 -0.18 -0.06 -0.785
C -10.341100 -3.451600 -1.595100 0.37 -0.28 -0.63 -0.779
N -10.929200 -2.946100 -0.330800 -0.19 -0.34 0.36 -0.113
C -11.080100 -1.466900 -0.398500 0.07 0.90 -0.06 -0.757
C -9.824200 -0.891600 -1.083300 -0.06 0.06 -0.06 -0.675
H -8.238700 1.524700 4.040500 -0.11 0.00 0.08 0.398
H -6.562900 1.011400 4.217200 0.04 -0.02 0.05 0.347
H -7.676000 0.038100 3.257700 -0.03 -0.07 0.01 0.316
H -6.732100 2.882200 2.608700 -0.05 -0.06 -0.15 0.455
H -7.865200 1.976500 1.605700 0.11 0.09 0.05 0.445
H -4.602400 2.597900 2.556400 0.02 0.01 0.05 0.527
H -4.134700 -1.756700 -1.235000 0.09 -0.09 -0.02 0.685
H -8.177900 0.102600 0.836000 -0.14 0.01 0.13 0.751
H -8.230700 -3.784300 -1.216700 -0.13 0.03 -0.11 0.534
H -8.577600 -2.863800 -2.690300 -0.11 -0.09 0.11 0.432
H -10.409600 -4.538200 -1.637900 -0.12 0.09 0.09 0.393
H -10.914100 -3.035600 -2.425500 -0.07 -0.02 0.18 0.339
H -10.268800 -3.171700 0.425300 -0.25 0.06 -0.09 0.380
H -11.828700 -3.394100 -0.128600 0.21 0.07 0.03 0.352
H -11.202100 -1.079800 0.613700 0.02 -0.17 -0.02 0.434
H -11.973800 -1.225000 -0.975400 0.00 -0.18 0.08 0.369
H -9.604100 0.099400 -0.693700 -0.08 -0.08 -0.02 0.478
H -10.005400 -0.784000 -2.161200 0.02 0.06 0.04 0.324
O 2.056600 -0.757500 1.211700 2.29 0.17 -2.09 -0.582
C 2.749800 -0.651400 0.210600 -4.30 0.62 1.91 0.809
O 2.039100 -0.157900 -0.947800 0.94 -0.34 1.01 -0.724
C 4.100700 -0.891800 -0.115900 2.94 -0.40 -1.42 -0.019
C 5.131800 -1.321100 0.739500 -1.21 0.25 -0.13 -0.833
C 6.395300 -1.508500 0.233000 0.49 0.04 -0.70 -0.574
C 6.674200 -1.302900 -1.127800 -0.11 -0.10 0.67 -0.631
C 5.690200 -0.852400 -1.990200 -0.46 0.05 -0.13 -0.809
C 4.411100 -0.641900 -1.492800 0.12 -0.10 0.97 0.626
P 2.960600 0.109500 -2.213300 -0.82 0.46 -0.76 1.085
C 2.126400 -0.751900 -3.565600 0.69 0.32 0.48 1.069
C 1.266000 -0.090000 -4.433900 0.17 0.19 -0.13 -0.479
C 0.502600 -0.825500 -5.323600 0.10 0.04 -0.05 -0.617
C 0.573100 -2.209700 -5.324700 0.15 0.13 0.02 -0.590
C 1.428300 -2.868400 -4.453000 0.08 -0.03 0.04 -0.946
C 2.210400 -2.142300 -3.573800 0.16 -0.06 -0.04 -0.792
C 2.972400 1.908500 -2.371900 0.35 -0.70 0.04 0.777
C 3.275000 2.530900 -3.578300 -0.02 -0.12 -0.06 -0.233
C 3.293800 3.912300 -3.641100 -0.01 -0.07 -0.15 -0.878
C 3.031100 4.663100 -2.504200 0.01 -0.04 0.05 -0.572
C 2.769100 4.040700 -1.292900 0.07 0.03 -0.07 -0.697
C 2.745900 2.660200 -1.220800 0.01 -0.14 0.08 -0.355
H 4.912000 -1.498700 1.780000 -0.03 -0.03 0.15 0.619
H 7.194300 -1.816500 0.890700 0.01 -0.07 0.04 0.460
H 7.671100 -1.490100 -1.495700 0.08 0.03 -0.05 0.472
H 5.907000 -0.681300 -3.035000 0.06 0.05 -0.04 0.531
H 1.191300 0.986800 -4.416500 -0.05 0.10 0.00 0.344
H -0.159600 -0.313700 -6.003900 -0.09 0.06 -0.03 0.415
H -0.049400 -2.777600 -5.998500 -0.02 -0.07 -0.11 0.467
H 1.477700 -3.947600 -4.449400 0.03 -0.04 -0.02 0.460
H 2.880700 -2.649400 -2.891400 0.01 -0.08 0.03 0.470
H 3.484800 1.924000 -4.446900 0.03 0.08 -0.21 0.494
H 3.508500 4.400100 -4.579600 0.03 0.05 -0.05 0.457
H 3.037800 5.740200 -2.563100 0.01 0.11 0.00 0.449
H 2.579000 4.628200 -0.406500 -0.01 0.00 0.03 0.467
H 2.539900 2.174000 -0.278700 -0.09 0.01 0.07 0.181
B -1.224200 -3.594600 3.592600 -0.15 -0.49 1.08 0.372
C -0.819600 -2.616100 2.513900 0.43 0.78 -1.28 0.040
N -0.527800 -1.942000 1.614300 0.11 1.15 0.37 -0.720
H -2.144200 -3.151700 4.213000 -0.53 0.20 -0.13 -0.121
H -1.470400 -4.616800 3.035000 -0.17 -0.45 -0.19 -0.131
H -0.356000 -3.714200 4.405000 0.50 -0.07 -0.04 -0.105
```
Forces are in eV/Å.

## Properties
**Highest occupied orbital energy (spin up / spin down)**: -0.410 / -0.414 Ha
**Multiplicity**: 2
**HOMO-LUMO gap (spin up / spin down)**: 5.9 / 6.0 eV
**LUMO (spin up / spin down)**: -5.3 / -5.2 eV
**Maximum force**: 4.74 eV/A
**Net charge**: +2


(2)
Entry from OMol25: C31H39CdN3P2 as an isolated structure (ωB97M-V/def2-TZVPD).

Geometry as XYZ:
```
76
Properties=species:S:1:pos:R:3:forces:R:3:mulliken_charge:R:1
Cd 1.071504 -1.012192 -0.578509 0.12 -0.10 0.15 3.160
C 1.206383 -4.047896 -0.045883 0.01 -0.01 -0.05 -1.321
N 0.840539 -3.250745 -1.235876 -0.31 0.02 0.07 0.278
C -0.500630 -3.672342 -1.691504 0.08 -0.10 0.01 -1.204
C 1.814067 -3.435390 -2.324344 0.01 -0.06 -0.02 -0.918
C 3.146496 -2.787630 -2.012479 0.01 0.04 0.02 -1.005
N 3.001387 -1.342006 -1.746361 0.16 0.45 0.08 -0.069
C 4.169044 -0.841665 -0.980303 -0.03 -0.07 -0.14 -1.161
C 2.900835 -0.578821 -3.014303 0.05 -0.12 0.03 -1.322
H 1.307727 -5.105524 -0.306265 -0.01 -0.01 -0.01 0.350
H 0.429315 -3.947012 0.708571 -0.04 0.02 0.03 0.391
H 2.145879 -3.704879 0.384959 0.02 0.01 0.00 0.367
H -0.499945 -4.734099 -1.957184 0.01 0.01 0.00 0.349
H -0.803763 -3.095491 -2.562560 0.01 0.01 -0.01 0.367
H -1.225396 -3.518275 -0.894630 0.01 -0.02 0.01 0.317
H 1.384308 -3.005658 -3.228885 -0.02 0.01 -0.06 0.410
H 1.971354 -4.500166 -2.518326 -0.01 -0.07 -0.01 0.407
H 3.833315 -2.947141 -2.847341 0.05 0.00 -0.02 0.395
H 3.596944 -3.249115 -1.134888 0.03 0.00 0.01 0.481
H 5.094864 -1.012626 -1.534250 0.02 -0.01 -0.03 0.323
H 4.235420 -1.357513 -0.024851 -0.01 -0.04 0.05 0.444
H 4.062788 0.226460 -0.806490 -0.03 0.06 0.01 0.379
H 3.827089 -0.671924 -3.585823 0.03 -0.02 -0.02 0.357
H 2.726502 0.472026 -2.799335 -0.01 0.08 0.04 0.348
H 2.078130 -0.950805 -3.621340 -0.03 -0.01 -0.01 0.375
C -2.394310 -0.738816 0.256219 0.04 0.20 0.09 -1.474
N -1.425939 0.329227 0.601844 -0.13 -0.09 -0.14 0.547
P -0.109133 -0.245515 1.540617 0.11 0.21 -0.22 -0.428
C 0.824415 1.230330 1.970839 0.01 0.03 0.14 0.865
C 2.215600 1.198572 1.883765 -0.06 0.14 0.01 -0.578
C 2.966829 2.288317 2.298987 -0.04 0.02 0.00 -0.855
C 2.322849 3.414776 2.794799 0.00 -0.01 -0.01 -0.647
C 0.935518 3.449660 2.887219 -0.01 0.02 0.02 -0.648
C 0.184706 2.356305 2.489306 0.00 0.00 0.10 -0.299
C -0.777278 -0.907592 3.058542 -0.09 -0.17 -0.07 0.917
C -0.063227 -1.896117 3.732179 -0.06 -0.02 0.04 -0.431
C -0.526853 -2.367140 4.952276 0.02 0.01 -0.02 -0.676
C -1.702474 -1.857147 5.486416 -0.01 0.01 -0.01 -0.584
C -2.414864 -0.870655 4.812183 0.00 0.02 -0.03 -0.798
C -1.956023 -0.389335 3.595605 -0.02 -0.02 0.14 -0.222
P -0.698308 1.183866 -0.767077 -0.40 -0.51 0.18 0.237
C -1.050141 2.896018 -0.328033 0.32 0.07 -0.19 0.452
C -2.239113 3.231568 0.319778 -0.03 0.12 0.02 -0.303
C -2.487602 4.555789 0.646791 0.04 -0.01 -0.02 -0.719
C -1.552679 5.541074 0.336618 -0.05 -0.04 0.02 -0.645
C -0.370636 5.206250 -0.306712 0.01 -0.04 -0.02 -0.762
C -0.117148 3.881230 -0.637205 0.00 0.02 -0.05 -0.574
C -1.743531 0.778914 -2.184280 0.06 0.12 -0.24 0.499
C -2.854426 1.538721 -2.548515 -0.12 0.02 0.04 -0.403
C -3.599063 1.196290 -3.668279 -0.05 0.00 -0.01 -0.725
C -3.239968 0.101365 -4.444135 0.00 0.01 0.01 -0.678
C -2.119378 -0.649799 -4.110444 -0.06 0.04 0.03 -0.748
C -1.374607 -0.296221 -2.997115 -0.03 0.05 0.01 0.032
H -2.748694 -1.215301 1.164763 -0.01 -0.02 0.10 0.478
H -1.963607 -1.509751 -0.393185 0.05 -0.02 -0.04 0.316
H -3.245800 -0.310735 -0.265468 -0.01 0.04 0.00 0.358
H 2.720384 0.313333 1.513852 0.04 -0.08 -0.02 0.446
H 4.047410 2.257697 2.247496 -0.02 0.00 -0.01 0.467
H 2.905735 4.266785 3.120474 -0.02 -0.01 -0.01 0.441
H 0.438388 4.329584 3.276831 0.03 -0.04 0.00 0.476
H -0.896279 2.382853 2.573861 0.10 -0.01 0.01 0.319
H 0.854743 -2.292980 3.313124 0.00 -0.01 -0.01 0.404
H 0.026245 -3.131328 5.483773 -0.03 0.03 -0.03 0.445
H -2.068951 -2.231475 6.434091 0.02 0.02 -0.03 0.411
H -3.329213 -0.475385 5.236838 0.04 -0.02 -0.02 0.446
H -2.507053 0.382522 3.069942 0.02 -0.03 0.02 0.307
H -2.960814 2.466205 0.579589 0.03 0.00 0.00 0.412
H -3.412225 4.822492 1.143041 0.03 0.00 -0.01 0.461
H -1.750804 6.572665 0.599521 0.00 -0.03 -0.02 0.448
H 0.352433 5.973561 -0.552450 -0.02 -0.03 0.02 0.465
H 0.812871 3.617362 -1.129123 -0.02 0.01 0.01 0.425
H -3.143125 2.402683 -1.962355 0.02 -0.04 -0.04 0.384
H -4.463746 1.791635 -3.938113 0.07 -0.04 0.01 0.453
H -3.820871 -0.154622 -5.321318 0.02 0.01 0.04 0.402
H -1.824149 -1.489470 -4.728854 0.00 0.05 0.03 0.464
H -0.470215 -0.857812 -2.780348 0.10 -0.02 0.05 -0.082
```
Forces are in eV/Å.

## Properties
**Highest occupied orbital energy**: -0.519 Ha
**Multiplicity**: 1
**HOMO-LUMO gap**: 8.4 eV
**LUMO**: -5.7 eV
**Maximum force**: 0.68 eV/A
**Net charge**: +2


(3)
Entry from OMol25: a 2-piece molecular cluster, C3H10N2O overall in a non-equilibrium geometry (ωB97M-V/def2-TZVPD).

Geometry as XYZ:
```
16
Properties=species:S:1:pos:R:3:forces:R:3:nbo_charge:R:1
C 0.024188 -1.129459 -0.811502 -0.65 1.18 -0.92 -0.616
C 0.670857 0.260039 -0.866097 0.48 -1.24 1.17 -0.215
N 0.902912 0.676620 0.548262 0.71 2.23 -2.20 -0.577
C 1.956315 1.336368 0.872238 -1.43 -0.74 1.73 0.367
N 3.292656 0.938616 0.954623 -0.29 -0.14 -0.45 -0.830
H -0.301969 -1.494863 -1.783541 0.20 0.01 -0.25 0.200
H 0.637410 -1.884214 -0.342758 0.02 -0.03 0.38 0.205
H -0.902592 -0.877140 -0.293357 0.05 -0.83 0.50 0.221
H 1.577728 0.364122 -1.467233 0.16 -0.42 -0.02 0.166
H -0.032744 0.983176 -1.280576 -0.13 -0.08 -0.01 0.186
H 1.774826 2.308190 1.369413 0.46 -0.35 0.45 0.135
H 3.401058 -0.032474 0.683215 0.00 0.03 -0.16 0.372
H 3.535716 1.006205 1.938457 0.43 0.37 -0.23 0.386
O -5.172974 -0.910322 0.324272 0.01 0.14 0.01 -0.937
H -5.836190 -1.518282 -0.014002 -0.04 0.04 -0.02 0.468
H -5.527192 -0.026584 0.168582 0.03 -0.18 0.01 0.469
```
Forces are in eV/Å.

## Properties
**Highest occupied orbital energy**: -0.287 Ha
**Multiplicity**: 1
**HOMO-LUMO gap**: 8.6 eV
**LUMO**: 0.8 eV
**Maximum force**: 3.21 eV/A
**SMILES**: CC/N=C\N.O


Per-record E, Ha: -3196.23370; -2218.90203; -304.97787